Entry 1:
An isolated molecule of C6H15NOSi at a distorted geometry, computed with the ωB97M-V functional and the def2-TZVPD basis.

Positions of all 24 atoms, in Å:
C  -2.225  -0.936  1.532
O  -1.933  -0.116  0.437
Si  -0.564  0.497  -0.182
C  -1.379  0.967  -2.002
C  0.380  1.575  0.970
C  1.773  1.000  1.057
C  2.041  0.190  -0.195
N  0.774  -0.513  -0.550
C  0.814  -1.937  -0.882
H  -3.347  -1.020  1.559
H  -1.866  -0.388  2.416
H  -1.702  -1.956  1.389
H  -1.236  2.047  -2.336
H  -0.865  0.377  -2.733
H  -2.421  0.683  -2.044
H  -0.194  1.373  1.869
H  0.367  2.599  0.606
H  1.803  0.342  1.845
H  2.525  1.875  1.265
H  2.295  0.835  -0.929
H  2.732  -0.531  0.065
H  0.612  -2.665  -0.161
H  -0.099  -2.227  -1.464
H  1.714  -2.071  -1.532

Its charge is 0. The relative energy (zero: lowest compared OMol25 entry of this formula, charge and spin) comes out at 0.955 eV. The SMILES is CO[Si@@]1(C)CCCN1C. Its HOMO-LUMO gap is 9.21 eV. The calculation puts the LUMO energy at 0.884 eV.



Entry 2:
A cluster of 11 separate species, H22O11 in total at a distorted geometry, computed with the ωB97M-V functional and the def2-TZVPD basis.

Positions of all 33 atoms, in Å:
O  -0.724  0.155  0.045
H  -0.619  -0.785  -0.141
H  0.180  0.487  0.093
O  -1.081  2.425  -0.308
H  -1.103  2.634  0.632
H  -1.546  1.584  -0.373
O  -0.601  -1.059  -1.773
H  -1.465  -0.974  -2.192
H  -0.090  -1.591  -2.393
O  2.106  2.042  -3.532
H  2.816  1.456  -3.818
H  2.221  2.830  -4.076
O  4.784  -0.687  -1.642
H  4.721  0.225  -1.947
H  4.001  -0.804  -1.091
O  1.113  -4.055  0.649
H  0.169  -4.026  0.840
H  1.525  -3.711  1.449
O  -3.960  3.549  1.611
H  -4.499  3.577  0.812
H  -3.434  2.747  1.510
O  1.143  3.477  0.484
H  0.491  2.798  0.688
H  1.410  3.812  1.347
O  0.430  -1.805  3.867
H  0.979  -1.388  4.540
H  0.675  -2.736  3.907
O  -4.393  -0.675  1.286
H  -4.098  -0.731  2.202
H  -5.047  0.033  1.294
O  1.003  -2.960  -1.584
H  1.381  -2.166  -1.189
H  1.512  -3.680  -1.195

Its charge is 0. The relative energy (zero: lowest compared OMol25 entry of this formula, charge and spin) comes out at 4.019 eV. The SMILES is O.O.O.O.O.O.O.O.O.O.O. Its HOMO-LUMO gap is 10.23 eV. The calculation puts the LUMO energy at -0.074 eV.



Entry 3:
A cluster of 2 separate species, C5H12NO in total at a distorted geometry, computed with the ωB97M-V functional and the def2-TZVPD basis.

Positions of all 19 atoms, in Å:
C  -1.370  0.765  1.247
C  -1.462  1.441  -1.158
C  1.263  -1.883  -0.661
C  -1.209  0.258  -0.208
C  1.433  -0.545  -0.147
N  2.194  -0.492  1.002
O  2.816  0.611  1.330
H  -1.454  -0.142  1.810
H  -0.528  1.338  1.444
H  -2.270  1.403  1.293
H  -1.451  1.200  -2.248
H  -2.494  1.830  -1.001
H  -0.718  2.217  -0.866
H  2.196  -2.109  -1.136
H  1.099  -2.831  -0.079
H  0.384  -1.844  -1.252
H  -2.071  -0.481  -0.374
H  1.758  0.286  -0.831
H  1.884  -1.021  1.835

Its charge is -1. The relative energy (zero: lowest compared OMol25 entry of this formula, charge and spin) comes out at 4.977 eV. Its HOMO-LUMO gap (spin up / spin down) is 5.63 / 5.63 eV. The calculation puts the LUMO energy (spin up / spin down) at 4.170 / 4.169 eV.



Entry 4:
A structure of composition C17H24ClEuIN2O4S at a distorted geometry, computed with the ωB97M-V functional and the def2-TZVPD basis.

Positions of all 51 atoms, in Å:
C  -2.533  4.379  -1.085
C  -3.190  3.455  -0.700
C  -3.745  2.135  -0.337
C  -2.902  1.515  0.843
C  -2.677  -0.042  0.748
C  -1.640  -0.531  1.800
Cl  -2.697  -1.444  3.011
N  -0.765  0.389  2.410
C  0.399  0.522  1.601
O  0.958  1.541  1.369
C  0.716  -0.895  1.007
C  1.950  -1.330  1.871
C  3.278  -0.630  1.472
C  4.077  -1.493  0.439
C  5.008  -0.560  -0.347
N  4.265  0.314  -1.272
C  1.051  -0.558  -0.461
C  -0.162  -0.043  -1.228
O  -0.818  0.910  -0.910
O  -0.491  -0.708  -2.397
C  -1.795  -0.413  -2.801
C  -1.883  0.379  -4.085
O  -2.769  -0.787  -2.202
C  -0.600  -1.668  1.309
S  -0.401  -2.816  2.775
I  -1.345  -3.074  -0.128
H  -2.009  5.256  -1.402
H  -3.799  1.515  -1.246
H  -4.757  2.344  0.054
H  -1.932  2.014  0.840
H  -3.437  1.762  1.768
H  -3.652  -0.501  1.069
H  -2.479  -0.402  -0.298
H  -1.140  1.227  2.834
H  1.727  -1.024  2.897
H  2.129  -2.405  1.811
H  3.140  0.367  1.053
H  3.910  -0.611  2.364
H  4.709  -2.223  0.953
H  3.405  -2.058  -0.220
H  5.802  -1.102  -0.875
H  5.479  0.091  0.401
H  3.530  -0.202  -1.741
H  4.901  0.651  -1.983
H  1.459  -1.449  -0.950
H  1.826  0.211  -0.555
H  -1.725  -0.319  -4.918
H  -1.115  1.153  -4.115
H  -2.895  0.766  -4.188
H  0.124  -2.068  3.772
Eu  -4.988  -0.890  0.279

As for the spin multiplicity: 8. Its charge is +2. Its HOMO-LUMO gap (spin up / spin down) is 4.95 / 5.15 eV. The calculation puts the LUMO energy (spin up / spin down) at -8.352 / -8.146 eV.



Entry 5:
The ion C10H10NO3 with charge -1 at a distorted geometry, computed with the ωB97M-V functional and the def2-TZVPD basis.

Positions of all 24 atoms, in Å:
H  -3.330  -2.981  -0.821
N  -2.987  -2.041  -0.927
C  -2.687  -1.644  0.250
O  -1.859  -0.566  0.302
C  -1.298  -0.099  1.701
O  -1.807  -0.710  2.665
C  -0.350  0.884  1.736
C  0.412  1.224  2.961
O  0.015  1.574  0.472
C  0.595  0.898  -0.480
C  0.492  1.418  -1.775
C  1.210  0.954  -2.857
C  1.995  -0.162  -2.649
C  1.950  -0.841  -1.453
C  1.358  -0.231  -0.379
H  -2.939  -2.104  1.214
H  0.063  2.054  3.572
H  1.294  1.601  2.646
H  0.480  0.306  3.531
H  -0.274  2.252  -1.836
H  1.116  1.527  -3.731
H  2.452  -0.724  -3.502
H  2.623  -1.783  -1.175
H  1.476  -0.805  0.536

Its charge is -1. The relative energy (zero: lowest compared OMol25 entry of this formula, charge and spin) comes out at 2.092 eV. The SMILES is [H]/N=C/O/C([O-])=C(/C)Oc1ccccc1. Its HOMO-LUMO gap is 6.88 eV. The calculation puts the LUMO energy at 3.650 eV.



Entry 6:
A structure of composition C4H5Li3O2 at a distorted geometry, computed with the ωB97M-V functional and the def2-TZVPD basis.

Positions of all 14 atoms, in Å:
O  1.754  0.733  0.567
C  2.293  -0.230  -0.237
C  2.410  0.021  -1.569
Li  0.145  0.872  1.409
Li  2.837  1.832  -0.535
H  2.935  -0.774  -2.120
H  2.633  -1.136  0.298
C  -2.245  -0.114  0.023
C  -2.921  -0.608  1.090
O  -1.072  0.480  0.053
H  -2.667  -0.307  -0.980
H  -3.843  -1.172  0.941
H  -2.645  -0.331  2.112
Li  0.386  0.733  -1.053

Its charge is 0. The relative energy (zero: lowest compared OMol25 entry of this formula, charge and spin) comes out at 0.000 eV. Its HOMO-LUMO gap is 7.10 eV. The calculation puts the LUMO energy at -0.541 eV.



Entry 7:
A structure of composition C4H6N2O at a distorted geometry, computed with the ωB97M-V functional and the def2-TZVPD basis.

Positions of all 13 atoms, in Å:
C  0.280  -0.327  0.041
C  0.090  0.919  0.716
C  -1.134  -1.623  -1.256
C  -0.141  2.055  1.278
O  0.712  0.398  -1.315
N  -0.866  -1.153  -0.114
N  1.273  -0.640  0.927
H  1.653  0.572  -1.169
H  1.104  -1.557  1.334
H  -0.564  -1.390  -2.155
H  -1.943  -2.343  -1.329
H  -0.055  2.167  2.353
H  -0.409  2.922  0.688

Its charge is 0. The relative energy (zero: lowest compared OMol25 entry of this formula, charge and spin) comes out at 6.209 eV. Its HOMO-LUMO gap (spin up / spin down) is 8.83 / 8.84 eV. The calculation puts the LUMO energy (spin up / spin down) at 0.116 / 0.116 eV.



Entry 8:
The ion C3H3NO4S with charge -2 at a distorted geometry, computed with the ωB97M-V functional and the def2-TZVPD basis.

Positions of all 12 atoms, in Å:
C  0.311  -0.917  -1.908
C  0.195  -0.687  0.702
C  0.628  -0.131  -0.625
N  -0.727  0.348  0.320
O  0.986  -0.638  -2.935
O  -0.209  1.781  2.508
O  -0.445  -1.872  -1.734
O  -2.237  2.132  1.199
S  -0.789  1.957  1.154
H  -0.185  -1.669  0.539
H  0.940  -0.774  1.571
H  1.531  0.468  -0.791

Its charge is -2. The relative energy (zero: lowest compared OMol25 entry of this formula, charge and spin) comes out at 1.699 eV. Its HOMO-LUMO gap is 6.47 eV. The calculation puts the LUMO energy at 6.345 eV.



Let's list calculated total energy in order: -17880.61380; -22877.49461; -8912.08637; -79954.67822; -18163.61047; -8940.13008; -9267.29316; -23672.86162 eV.